Molecular formula: C34H102O29
Method: DFT, wB97M-V/def2-TZVPD

Computed properties:
- Net charge: 0
- HOMO: -9.1518 eV
- LUMO: 0.00093 hartree
- Kohn-Sham gap: 0.3373 hartree

Last column: Mulliken charge in e.
Element x y z (Å)
C1 -5.24277 -2.63947 2.63517  0.19
C2 -6.21979 -2.98840 3.75247  -0.97
O1 -6.48867 -1.94064 4.61295  -0.55
H1 -5.01005 -3.51549 2.02975  0.15
H2 -4.26939 -2.34897 3.03043  -0.21
H3 -5.64939 -1.83540 2.02178  0.29
H4 -5.71704 -3.75406 4.34332  0.40
H5 -7.14117 -3.45603 3.40537  0.40
H6 -6.86044 -1.24098 4.07086  0.34
C3 5.52213 1.54071 -1.07732  -0.84
C4 5.37046 0.31294 -1.91893  0.37
O2 6.54826 0.28877 -2.83196  -0.62
H7 6.28452 1.37202 -0.31678  0.38
H8 4.62953 1.62277 -0.45713  0.02
H9 5.70684 2.46204 -1.62971  0.33
H10 4.41852 0.27819 -2.44874  -0.13
H11 5.47678 -0.58607 -1.31183  0.21
H12 6.38195 1.01108 -3.44204  0.37
C5 4.69443 0.32862 -5.63756  -0.85
C6 4.82343 1.69938 -4.93668  0.16
O3 6.19622 2.14189 -4.87630  -0.60
H13 3.67580 0.07470 -5.93084  0.24
H14 5.04467 -0.51946 -5.04918  0.17
H15 5.20666 0.35953 -6.59921  0.40
H16 4.41997 1.71290 -3.92419  -0.22
H17 4.19338 2.36563 -5.52596  0.35
H18 6.43434 2.39459 -5.77131  0.33
C7 1.74477 0.06450 0.65684  0.44
C8 0.24220 0.18256 0.49796  1.64
O4 -0.06596 -0.47333 -0.61614  1.12
H19 2.11741 0.66107 1.48951  0.04
H20 2.27786 0.21308 -0.28222  -0.08
H21 2.06616 -0.93494 0.94998  -0.72
H22 -0.07658 1.21734 0.37264  -0.68
H23 -0.19136 -0.24822 1.40049  -0.87
H24 0.20222 0.08754 -1.34765  -0.70
C9 1.98981 3.38601 -0.97734  0.48
C10 2.04745 4.04696 -2.37083  -0.34
O5 1.92956 3.07928 -3.28998  -0.50
H25 0.98306 3.00036 -0.81663  -0.47
H26 2.18341 4.14177 -0.21612  0.40
H27 2.62605 2.51396 -0.82631  -0.33
H28 3.01236 4.52077 -2.55125  0.41
H29 1.27542 4.79683 -2.54335  0.09
H30 2.02180 3.42936 -4.17910  0.20
C11 -1.92903 -3.09369 -0.85507  0.46
C12 -2.91241 -4.21689 -0.63351  -0.76
O6 -2.80776 -4.90184 0.63699  -0.75
O7 -2.14249 -1.93711 -0.04108  0.44
H31 -2.00936 -2.86432 -1.91763  0.45
H32 -0.94470 -3.52519 -0.67336  -0.47
H33 -2.94908 -4.98601 -1.40502  0.45
H34 -3.89668 -3.78735 -0.82007  0.40
H35 -3.64262 -5.35722 0.76830  0.35
H36 -1.40332 -1.34231 -0.18748  -0.22
C13 5.09730 -2.34605 2.29266  0.41
C14 4.88675 -3.72580 2.92581  -0.74
O8 4.67104 -4.69547 1.93940  -0.57
O9 6.10870 -2.28180 1.29610  -0.45
H37 5.32052 -1.64790 3.09941  0.44
H38 4.10174 -2.12574 1.90740  -0.43
H39 4.30197 -3.84840 3.83745  0.35
H40 5.87161 -3.84620 3.37709  0.39
H41 3.81334 -4.47958 1.56611  0.27
H42 6.97394 -2.27261 1.71189  0.30
C15 3.49253 -3.44807 -1.06575  0.13
C16 2.06990 -3.76042 -0.52839  0.77
O10 2.14053 -4.50506 0.71569  -0.55
O11 4.35021 -4.54622 -0.91360  -0.67
H43 3.86827 -2.65328 -0.42137  -0.08
H44 3.43975 -3.13484 -2.10844  -0.21
H45 1.47510 -4.32510 -1.24633  0.50
H46 1.40024 -2.91506 -0.37020  -0.71
H47 1.22381 -4.66447 0.95192  0.41
H48 4.54015 -4.75699 0.00352  0.57
C17 -5.14798 -1.67827 -1.89013  0.28
C18 -6.04377 -0.70589 -2.70368  -0.50
O12 -6.35471 -1.13471 -4.00210  -0.55
O13 -5.91446 -2.86865 -1.69111  -0.62
H49 -4.91809 -1.12100 -0.98200  -0.09
H50 -4.23458 -1.86691 -2.45425  0.22
H51 -5.55891 0.27033 -2.70559  0.09
H52 -6.97554 -0.33712 -2.27484  0.37
H53 -6.86821 -1.94150 -3.91841  0.33
H54 -5.65025 -3.42863 -2.42474  0.39
C19 -0.11869 -4.32602 2.80757  -0.92
C20 -0.35365 -2.80250 2.82061  0.47
O14 -1.70974 -2.52212 2.66178  -0.19
O15 -0.23436 -4.89100 1.53263  -0.74
H55 -0.86306 -4.78681 3.45694  0.44
H56 0.84424 -4.58747 3.24635  0.40
H57 0.21487 -2.31971 2.02576  -0.02
H58 -0.02500 -2.40745 3.78188  -0.14
H59 -1.93748 -2.44890 1.73206  0.20
H60 -1.13403 -4.73667 1.23534  0.11
C21 1.70607 -2.09552 -4.08553  -0.42
C22 0.62979 -3.13002 -4.48911  -0.85
O16 -0.63589 -2.45315 -4.52564  -0.56
O17 1.55847 -1.51419 -2.81255  0.49
H61 1.77816 -1.31109 -4.83890  0.29
H62 2.68296 -2.57745 -4.12460  0.53
H63 0.58402 -3.83892 -3.66238  0.17
H64 0.92204 -3.64852 -5.40225  0.52
H65 -1.27163 -3.02824 -4.95774  0.24
H66 0.66035 -1.17515 -2.81776  -0.67
C23 2.18450 1.09590 5.36612  -0.44
C24 0.97908 0.19993 5.03843  -0.31
O18 0.48212 0.57664 3.70063  0.36
O19 2.80583 0.69934 6.57977  -0.58
H67 1.94882 2.15369 5.48285  0.18
H68 2.90996 0.99147 4.55933  0.29
H69 0.20526 0.35243 5.79080  0.36
H70 1.21822 -0.86133 4.97030  0.28
H71 -0.45643 0.40930 3.58786  -0.20
H72 3.48481 1.35783 6.74400  0.33
C25 -2.88458 2.30090 0.33618  0.56
C26 -4.38170 2.22814 -0.09361  -0.77
O20 -4.47236 2.25713 -1.51743  -0.39
O21 -2.28705 3.60443 0.27847  -0.44
H73 -2.28248 1.58945 -0.22900  -0.41
H74 -2.95132 1.99779 1.38106  0.25
H75 -4.91171 3.02248 0.43194  0.43
H76 -4.76923 1.23783 0.14558  0.16
H77 -4.62693 3.19606 -1.64443  0.28
H78 -2.58092 4.05872 1.07148  0.28
C27 0.24994 4.38849 2.33812  0.48
C28 1.67578 3.93631 2.84341  0.28
O22 2.61917 4.81456 2.22613  -0.55
O23 -0.11056 5.57692 3.04467  -0.63
H79 -0.49193 3.65958 2.66434  0.08
H80 0.16038 4.42527 1.25243  -0.27
H81 1.84898 2.87491 2.66583  -0.30
H82 1.78248 3.98920 3.92689  0.27
H83 3.16354 5.18574 2.92433  0.34
H84 0.37212 6.29688 2.63203  0.34
C29 -4.04671 -0.14467 5.77229  -0.66
C30 -3.65320 0.31933 4.37504  -0.41
O24 -2.31799 -0.11811 4.05908  -0.28
O25 -4.17669 -1.57492 5.90539  -0.64
H85 -5.01793 0.29695 5.99542  0.32
H86 -3.43200 0.16160 6.61871  0.34
H87 -3.60202 1.39564 4.21066  0.45
H88 -4.41032 -0.11431 3.72172  0.18
H89 -2.35140 -1.02049 3.73322  0.15
H90 -4.89356 -1.84746 5.32797  0.38
C31 -0.99023 1.61001 -3.51706  -0.06
C32 -2.25108 0.68705 -3.64571  0.03
O26 -2.15771 -0.30216 -4.65371  -0.67
O27 0.14511 0.89356 -2.95038  0.21
H91 -1.25334 2.35911 -2.77025  -0.08
H92 -0.71539 2.08587 -4.45840  0.35
H93 -3.09118 1.34209 -3.87645  0.47
H94 -2.51962 0.20007 -2.70825  -0.35
H95 -1.44743 -0.92273 -4.47486  0.43
H96 0.89785 1.48691 -2.89637  -0.34
C33 -0.85986 6.23573 -1.22299  0.00
C34 -0.71605 7.38014 -2.21459  -0.90
O28 -0.09575 8.58084 -1.81411  -0.57
O29 -1.32505 5.10360 -1.85089  -0.55
H97 -1.52615 6.58947 -0.43621  0.48
H98 0.07277 6.01883 -0.70217  0.14
H99 -1.68318 7.78840 -2.50797  0.40
H100 -0.29574 7.05787 -3.16726  0.34
H101 -0.63299 8.97174 -1.12116  0.31
H102 -1.49225 4.44219 -1.17548  0.27

Molecular formula: C34H13Cl2F15GeN3PtS
Method: DFT, wB97M-V/def2-TZVPD

Computed properties:
- Relative energy (zero: lowest compared OMol25 entry of this formula, charge and spin): 0.0 kJ/mol
- Net charge: +1
- HOMO: -11.1847 eV
- LUMO: -0.15172 hartree
- Kohn-Sham gap: 0.2593 hartree

Last column: natural (NBO) charge in e.
Element x y z (Å)
Pt1 0.12592 1.82239 -1.10085  0.75
C1 4.44574 1.80297 -1.30847  -0.22
C2 4.74521 3.03340 -0.75710  -0.12
C3 3.70961 3.85759 -0.33427  -0.20
C4 2.40716 3.42788 -0.47514  0.16
N1 2.12588 2.21324 -1.02075  -0.42
C5 3.11787 1.42273 -1.42447  0.10
C6 1.23046 4.22215 -0.04099  0.20
C7 1.22380 5.43639 0.62490  -0.20
C8 -0.00144 5.97418 1.00000  -0.13
C9 -1.19074 5.30964 0.72671  -0.22
C10 -1.12554 4.10249 0.05177  0.28
N2 0.06743 3.62854 -0.31491  -0.44
C11 -2.24900 3.21353 -0.33671  0.14
C12 -3.57598 3.51176 -0.11202  -0.20
C13 -4.55481 2.62366 -0.54328  -0.13
C14 -4.17765 1.47244 -1.20673  -0.22
C15 -2.82743 1.22454 -1.40477  0.08
N3 -1.88942 2.05983 -0.96391  -0.43
H1 5.22031 1.13143 -1.64879  0.25
H2 5.77175 3.35603 -0.65096  0.24
H3 3.92073 4.82363 0.10026  0.24
H4 2.81597 0.46767 -1.83549  0.25
H5 2.14299 5.95078 0.86268  0.24
H6 -0.02873 6.91826 1.52627  0.24
H7 -2.13562 5.72547 1.04339  0.24
H8 -3.85080 4.42841 0.38890  0.24
H9 -5.59927 2.84396 -0.37077  0.24
H10 -4.90618 0.76581 -1.57918  0.25
H11 -2.46254 0.35474 -1.93107  0.25
Cl1 -1.18420 0.81102 2.13976  -0.03
C16 0.00647 1.32086 3.34422  -0.38
Cl2 0.75321 2.87262 2.92936  -0.04
H12 0.78846 0.57227 3.38918  0.23
H13 -0.49707 1.43157 4.29679  0.24
F1 -1.20809 -2.36786 2.33247  -0.31
C17 -2.16220 -2.22602 1.40555  0.42
C18 -1.83917 -2.07924 0.06507  -0.58
C19 -2.91232 -1.97399 -0.80634  0.41
F2 -2.69394 -1.86787 -2.12593  -0.31
C20 -4.22769 -1.96176 -0.38543  0.24
F3 -5.22142 -1.81282 -1.26241  -0.29
C21 -4.50860 -2.08321 0.96542  0.31
F4 -5.76355 -2.06182 1.38884  -0.27
C22 -3.46862 -2.22367 1.86672  0.25
F5 -3.72653 -2.34548 3.16450  -0.28
Ge1 -0.00798 -1.94122 -0.64989  1.41
S1 0.23249 -0.28974 -2.07375  -0.66
C23 1.24138 -2.12081 0.86297  -0.57
C24 2.02181 -1.12460 1.41396  0.39
F6 1.93391 0.14252 0.97346  -0.33
C25 2.91354 -1.35402 2.44711  0.24
F7 3.63723 -0.34971 2.94861  -0.29
C26 3.04385 -2.63095 2.96418  0.31
F8 3.89423 -2.86483 3.95195  -0.27
C27 2.27469 -3.65934 2.44412  0.26
F9 2.38285 -4.88474 2.94102  -0.27
C28 1.39160 -3.38332 1.41632  0.41
F10 0.63985 -4.39318 0.96042  -0.30
C29 0.41790 -3.48233 -1.78072  -0.58
C30 1.70733 -3.58517 -2.27583  0.40
F11 2.62251 -2.65464 -1.94691  -0.32
C31 2.11717 -4.62455 -3.08839  0.25
F12 3.36603 -4.68652 -3.54154  -0.28
C32 1.20505 -5.61164 -3.42560  0.31
F13 1.57428 -6.61646 -4.20534  -0.27
C33 -0.09164 -5.54805 -2.94263  0.25
F14 -0.96433 -6.49778 -3.26114  -0.28
C34 -0.46152 -4.49192 -2.12821  0.42
F15 -1.72264 -4.47712 -1.67617  -0.31